{
  "formula": "C9H14",
  "method": "ωB97M-V with the def2-TZVPD basis set",
  "de_lowest_kj_mol": 14.0,
  "spin_multiplicity": 1,
  "homo_lumo_gap_ev": 10.1,
  "smiles": "Cc1ccccc1.CC",
  "species": ["C", "C", "C", "C", "C", "C", "C", "H", "H", "H", "H", "H", "H", "H", "H", "C", "C", "H", "H", "H", "H", "H", "H"],
  "xyz": [[-0.086945, -2.264864, -0.085302], [0.166312, -1.101451, -0.996651], [1.022183, -0.053613, -0.664794], [1.270985, 0.989552, -1.540342], [0.662350, 1.026989, -2.775253], [-0.134789, -0.028307, -3.167812], [-0.355045, -1.082703, -2.278055], [-1.074744, -2.689899, -0.235959], [0.049804, -2.028931, 0.970222], [0.611158, -3.072729, -0.325603], [1.520183, -0.064496, 0.296292], [1.957282, 1.771046, -1.240867], [0.801616, 1.865715, -3.443568], [-0.645410, -0.110058, -4.114339], [-1.022683, -1.881254, -2.587604], [-1.216656, 0.672961, 2.805695], [0.055531, 1.502890, 2.758836], [-1.076620, -0.351532, 3.160029], [-1.940361, 1.127337, 3.476884], [-1.670424, 0.612496, 1.814480], [0.643390, 1.199774, 1.888641], [-0.195124, 2.554322, 2.628072], [0.658011, 1.406755, 3.657000]],
  "forces_ev_per_a": [[0.295, -0.306, -0.008], [0.416, 0.204, -0.207], [0.072, -0.200, 0.316], [0.205, 0.047, 0.421], [-0.111, 0.222, -0.730], [-0.347, -0.881, 0.688], [-0.599, 0.115, -0.382], [-0.215, 0.111, 0.054], [-0.065, 0.125, -0.054], [0.058, 0.044, 0.065], [-0.006, 0.013, 0.068], [-0.070, 0.084, -0.007], [0.144, 0.046, 0.007], [0.150, 0.401, -0.251], [0.082, -0.046, 0.003], [-0.270, -0.110, 0.093], [-0.042, -0.158, -0.419], [0.223, 0.069, -0.077], [-0.176, 0.036, 0.064], [-0.038, 0.029, 0.045], [0.158, 0.114, 0.225], [0.064, 0.077, -0.007], [0.071, -0.036, 0.093]]
}

---

{
  "formula": "C26H64N2O11PS3",
  "method": "ωB97M-V with the def2-TZVPD basis set",
  "spin_multiplicity": 1,
  "homo_lumo_gap_ev": 7.6,
  "charge": -1,
  "species": ["C", "P", "O", "S", "O", "O", "N", "S", "O", "O", "N", "C", "S", "H", "H", "H", "H", "C", "C", "O", "C", "C", "H", "H", "H", "H", "H", "H", "H", "H", "H", "H", "C", "C", "O", "C", "C", "H", "H", "H", "H", "H", "H", "H", "H", "H", "H", "C", "C", "O", "C", "C", "H", "H", "H", "H", "H", "H", "H", "H", "H", "H", "C", "C", "O", "C", "C", "H", "H", "H", "H", "H", "H", "H", "H", "H", "H", "C", "C", "O", "C", "C", "H", "H", "H", "H", "H", "H", "H", "H", "H", "H", "C", "C", "O", "C", "C", "H", "H", "H", "H", "H", "H", "H", "H", "H", "H"],
  "xyz": [[5.670394, 4.198045, -2.835026], [6.020856, 6.000109, -3.472320], [6.267939, 5.926361, -5.217910], [4.231669, 7.218503, -3.175985], [3.600647, 6.966839, -1.785748], [4.774644, 8.699676, -3.136787], [3.121268, 7.152073, -4.520844], [2.261588, 5.635976, -4.608589], [3.086064, 4.482313, -5.300598], [1.043857, 5.882285, -5.581625], [1.565060, 5.086862, -3.103955], [0.180882, 5.260730, -3.219233], [-1.521952, 4.992822, -3.407464], [6.616120, 3.509605, -2.894249], [5.216405, 4.288492, -1.744763], [4.854342, 3.731175, -3.534171], [5.962095, 4.999499, -5.453682], [-0.741879, -0.035718, -4.563668], [-0.696587, 1.003552, -3.455549], [-1.961256, 1.237716, -2.845397], [-2.583224, 0.119832, -2.215192], [-1.754368, -0.477064, -1.089967], [-1.463285, 0.256203, -5.334552], [0.243310, -0.143364, -5.026656], [-1.044530, -1.017806, -4.189787], [-0.373253, 1.958966, -3.882910], [0.046623, 0.739066, -2.696826], [-2.839933, -0.638840, -2.961001], [-3.530310, 0.479687, -1.801718], [-0.801004, -0.870522, -1.448813], [-2.296905, -1.300113, -0.612356], [-1.532681, 0.282202, -0.332676], [1.747648, 0.366355, 3.939501], [0.853177, 0.107337, 2.738296], [1.345673, -0.910303, 1.873217], [1.508175, -2.208185, 2.441339], [0.214902, -2.798157, 2.978735], [2.759753, 0.630887, 3.614579], [1.347163, 1.185147, 4.544259], [1.831938, -0.513982, 4.582760], [0.792585, 1.023772, 2.141242], [-0.169928, -0.123978, 3.050906], [2.282970, -2.187304, 3.213977], [1.884945, -2.855061, 1.643201], [-0.199205, -2.200989, 3.793836], [0.387506, -3.810286, 3.360403], [-0.541954, -2.846205, 2.188809], [2.114924, 6.066994, 1.025491], [1.334909, 7.168892, 0.327307], [-0.040823, 6.856657, 0.136582], [-0.809266, 6.611731, 1.312666], [-0.845359, 7.793669, 2.267201], [2.034477, 5.127383, 0.468207], [3.171395, 6.339000, 1.105639], [1.740576, 5.879377, 2.035711], [1.761973, 7.324284, -0.669422], [1.437055, 8.121093, 0.857265], [-0.450286, 5.708931, 1.816452], [-1.829602, 6.395841, 0.981404], [0.147888, 8.043879, 2.645803], [-1.484139, 7.568740, 3.128151], [-1.238377, 8.682364, 1.762346], [-1.252352, -3.626713, 7.444271], [-2.146823, -3.885731, 6.243066], [-1.654327, -4.903371, 5.377987], [-1.491825, -6.201253, 5.946109], [-2.785098, -6.791225, 6.483505], [-0.240247, -3.362181, 7.119350], [-1.652837, -2.807921, 8.049029], [-1.168062, -4.507050, 8.087530], [-2.207415, -2.969296, 5.646012], [-3.169928, -4.117046, 6.555676], [-0.717030, -6.180372, 6.718747], [-1.115055, -6.848129, 5.147971], [-3.199205, -6.194057, 7.298606], [-2.612494, -7.803354, 6.865173], [-3.541954, -6.839273, 5.693579], [3.496697, 0.192691, -6.809357], [4.224616, -0.911403, -6.060241], [3.457979, -2.102679, -5.920116], [3.049460, -2.744958, -7.126042], [4.212352, -3.175720, -8.004417], [2.549217, 0.432235, -6.314578], [4.111273, 1.096730, -6.848756], [3.262803, -0.097468, -7.837453], [4.446764, -0.560779, -5.046480], [5.189358, -1.134715, -6.526480], [2.354763, -2.104208, -7.677901], [2.482888, -3.633672, -6.831742], [4.805293, -2.324055, -8.344376], [3.844892, -3.702424, -8.891785], [4.882330, -3.843807, -7.453135], [-7.840540, -6.027496, 2.735785], [-6.905859, -6.086625, 3.932839], [-5.557964, -6.385469, 3.585886], [-4.905164, -5.467999, 2.710805], [-4.820640, -4.057185, 3.269263], [-7.814052, -6.971646, 2.181002], [-8.867607, -5.840101, 3.062221], [-7.561070, -5.232470, 2.038855], [-7.241838, -6.886402, 4.601774], [-6.950642, -5.160476, 4.514404], [-5.388053, -5.474989, 1.728724], [-3.890138, -5.847551, 2.558850], [-5.808794, -3.619169, 3.424756], [-4.271653, -3.406738, 2.579771], [-4.305303, -4.057523, 4.235467]],
  "forces_ev_per_a": [[-1.524, -0.493, -0.669], [2.073, -0.614, -0.866], [-1.231, -2.135, 2.614], [-2.625, 5.170, 2.459], [1.828, -0.669, -3.853], [-1.256, -5.163, -1.192], [0.021, -2.837, 2.608], [-0.881, -0.383, -7.448], [-1.734, 3.299, 3.734], [3.663, -0.136, 3.753], [-7.433, 1.468, -0.921], [2.277, -2.545, -0.456], [5.987, 1.178, 0.958], [-1.614, 1.661, 0.283], [1.120, -0.158, -2.277], [1.325, 0.683, 1.381], [0.115, 1.615, -0.088], [-0.145, -0.144, -0.038], [0.055, 0.027, -0.114], [-0.274, -0.018, 0.115], [0.247, 0.188, -0.048], [0.125, -0.024, 0.081], [0.126, 0.026, 0.084], [-0.093, 0.040, 0.060], [0.113, 0.018, -0.014], [-0.241, -0.043, 0.195], [0.010, -0.087, -0.007], [0.053, -0.101, -0.011], [0.133, 0.180, -0.160], [-0.071, -0.038, 0.026], [0.035, 0.102, -0.052], [-0.049, -0.093, -0.095], [0.150, -0.108, 0.092], [0.113, -0.007, -0.024], [0.056, -0.058, -0.109], [-0.189, 0.171, -0.024], [-0.073, -0.055, 0.027], [-0.168, 0.016, 0.015], [0.036, -0.058, -0.093], [-0.077, 0.079, 0.007], [0.065, -0.282, -0.102], [-0.015, -0.039, 0.095], [-0.025, -0.005, 0.096], [-0.018, 0.285, -0.048], [0.050, -0.073, 0.042], [-0.061, 0.148, -0.045], [0.115, -0.016, 0.067], [-0.066, -0.137, 0.114], [0.235, -0.028, -0.217], [-0.489, -0.113, 0.168], [0.245, 0.150, -0.319], [0.031, 0.140, 0.096], [0.060, 0.170, -0.027], [-0.134, -0.004, -0.123], [0.048, 0.052, 0.048], [-0.276, -0.096, 0.211], [0.004, 0.007, 0.136], [0.059, 0.002, 0.112], [0.172, 0.018, -0.187], [-0.046, -0.062, 0.022], [0.042, 0.012, -0.106], [0.020, -0.131, 0.042], [0.141, -0.106, 0.090], [0.135, -0.046, 0.009], [0.036, 0.003, -0.148], [-0.152, 0.075, 0.037], [-0.161, -0.005, -0.013], [-0.157, 0.013, 0.011], [0.035, -0.064, -0.089], [-0.079, 0.095, -0.004], [0.063, -0.259, -0.118], [-0.015, -0.039, 0.099], [-0.018, 0.011, 0.079], [-0.023, 0.285, -0.049], [0.063, -0.060, 0.041], [0.004, 0.135, -0.070], [0.094, -0.017, 0.055], [-0.123, -0.028, -0.092], [-0.112, 0.158, -0.056], [-0.100, -0.260, 0.047], [0.154, 0.140, 0.133], [0.144, -0.015, -0.060], [0.193, 0.031, -0.028], [-0.115, -0.083, 0.056], [0.097, 0.051, 0.035], [-0.140, -0.260, -0.077], [0.018, 0.006, -0.091], [0.049, 0.039, -0.076], [0.075, 0.178, 0.201], [-0.078, -0.027, -0.047], [0.027, 0.057, 0.130], [-0.114, 0.052, -0.056], [0.032, 0.030, -0.201], [0.046, -0.036, -0.110], [0.054, -0.149, 0.087], [-0.019, 0.097, 0.105], [-0.030, 0.102, 0.109], [-0.020, 0.102, 0.122], [0.104, -0.036, -0.009], [-0.077, -0.012, 0.105], [0.275, 0.032, -0.093], [-0.032, 0.078, -0.058], [-0.057, 0.065, -0.008], [-0.188, -0.142, 0.159], [0.018, 0.022, -0.099], [-0.050, -0.121, 0.102], [0.009, -0.041, -0.165]]
}

---

{
  "formula": "C7H9N3O",
  "method": "ωB97M-V with the def2-TZVPD basis set",
  "de_lowest_kj_mol": 645.6,
  "spin_multiplicity": 1,
  "homo_lumo_gap_ev": [6.4, 8.7],
  "species": ["C", "C", "C", "C", "C", "C", "C", "N", "N", "N", "O", "H", "H", "H", "H", "H", "H", "H", "H", "H"],
  "xyz": [[1.823240, 0.361167, 1.162469], [1.457052, 1.535298, 0.615277], [-2.513247, 0.694370, -0.027548], [1.037747, -0.957664, -0.695824], [0.594454, 0.343845, -1.381073], [0.825205, -0.710395, 0.850163], [0.173042, 1.191038, -0.144102], [-1.906293, -1.530607, 0.734589], [-1.547805, -0.295297, 0.438742], [-0.313488, 0.127231, 0.728002], [-3.557178, 0.373270, -0.483914], [2.778069, 0.255909, 1.673567], [1.958695, 2.419613, 0.553644], [-2.263971, 1.648503, 0.250959], [0.388736, -1.761015, -1.071004], [2.096859, -1.117062, -0.960690], [1.388094, 0.617890, -2.090034], [-0.244652, 0.031982, -2.036645], [0.739676, -1.650879, 1.469687], [-2.914227, -1.577195, 0.413741]],
  "forces_ev_per_a": [[1.206, 1.400, 0.614], [-2.316, -3.417, -0.410], [1.126, -2.286, 0.844], [1.063, -1.068, -0.412], [-0.915, -0.662, -1.033], [0.712, -1.326, -0.717], [1.320, -0.920, 0.556], [-0.699, 0.663, -1.060], [-1.823, -1.200, -0.511], [-1.642, 2.988, 0.857], [-1.295, -0.789, -0.776], [-0.279, -0.451, -0.033], [1.362, 2.132, -0.067], [1.085, 2.554, 0.518], [0.478, -0.108, 0.367], [-0.456, -0.582, 0.311], [-0.294, 0.930, 0.621], [0.101, 0.684, 0.407], [0.041, 1.377, -0.572], [1.226, 0.081, 0.495]]
}

---

{
  "formula": "H13O6S",
  "method": "ωB97M-V with the def2-TZVPD basis set",
  "de_lowest_kj_mol": 206.4,
  "spin_multiplicity": 1,
  "homo_lumo_gap_ev": 8.0,
  "charge": -1,
  "species": ["S", "H", "H", "H", "O", "H", "H", "O", "H", "H", "O", "H", "H", "O", "H", "H", "O", "H", "H", "O"],
  "xyz": [[-0.286803, 0.680903, 0.736073], [0.649914, 0.091388, 0.054033], [3.923603, 2.720202, -0.515006], [2.391253, 2.262355, -0.762500], [3.236409, 2.532212, -1.183174], [-1.902038, 1.773246, -0.674282], [-3.056160, 1.061070, -1.382591], [-2.680424, 2.006610, -1.202005], [-0.422025, 1.400272, -1.688538], [-0.646188, 2.544245, -2.753528], [-0.200086, 1.659446, -2.623143], [-0.649855, -3.937684, 3.697014], [0.588302, -2.715561, 3.533144], [0.459400, -3.701479, 3.986470], [-1.467444, -0.531144, -0.371228], [-1.665352, -1.466143, -1.592572], [-2.184642, -0.826448, -1.067546], [0.863510, -1.288111, 1.620523], [1.574046, -2.263840, 0.632619], [1.474581, -2.001537, 1.556236]],
  "forces_ev_per_a": [[-0.501, 0.580, 0.831], [0.987, -0.377, -0.739], [-1.050, -0.328, -0.226], [0.900, 0.260, -0.016], [0.063, 0.036, 0.240], [-0.061, 0.035, 0.322], [1.179, 2.389, 0.397], [-1.451, -2.168, -0.453], [0.289, 0.349, -1.146], [0.573, -1.690, 0.454], [-0.451, 1.169, 0.478], [5.278, 1.301, 1.269], [-0.475, -3.938, 1.391], [-4.734, 2.486, -2.724], [-1.448, -0.045, -0.909], [-0.571, 0.468, 0.129], [1.524, -0.648, 0.591], [-1.029, 1.365, -0.500], [-0.329, 0.348, 0.308], [1.308, -1.590, 0.301]]
}